Record 1
A cluster of 5 separate species, C3H18NO4 in total, computed with wB97M-V/def2-TZVPD.

Properties
LUMO: -2.656 eV
Kohn-Sham gap: 11.9 eV
HOMO: -14.561 eV
Net charge: +1
Energy above the lowest of the compared OMol25 structures with the same formula, charge and spin: 217.0 kJ/mol

Last column: Mulliken charge in e.
Geometry (Å):
H (-1.20, -2.21, -3.44)  0.31
C (-0.18, 2.19, 1.88)  -1.09
H (0.19, -0.97, -1.35)  0.43
N (0.16, 0.44, 0.18)  -0.23
H (-0.57, 1.40, 2.54)  0.29
O (3.44, 0.71, -0.02)  -0.63
O (-2.57, -2.84, -0.22)  -0.67
H (0.51, -0.23, 0.90)  0.40
H (-1.47, -2.16, 1.44)  0.33
H (1.91, 1.60, 1.00)  0.28
H (0.55, 0.62, -1.84)  0.33
C (0.77, 1.80, 0.75)  -0.25
H (-0.91, -0.78, -3.95)  0.29
H (0.45, 2.84, 2.65)  0.34
H (-0.97, 2.90, 1.55)  0.33
H (3.72, -0.10, 0.39)  0.31
H (-1.98, -1.07, 2.59)  0.31
H (-0.82, 0.52, 0.34)  0.39
H (0.79, 2.51, -0.01)  0.37
C (0.68, -0.12, -1.12)  -0.87
H (-2.34, -2.57, -1.13)  0.32
H (1.72, -0.27, -1.01)  0.32
O (-1.02, -1.34, -3.15)  -0.60
O (-1.29, -1.28, 1.88)  -0.63
H (3.97, 0.88, -0.79)  0.28
H (-3.52, -2.46, -0.06)  0.35



Record 2
A cluster of 8 separate species, C3H19N2O7 in total, computed with wB97M-V/def2-TZVPD.

Properties
LUMO (spin up / spin down): -8.533 / -12.714 eV
Kohn-Sham gap (spin up / spin down): 8.0 / 3.8 eV
HOMO (spin up / spin down): -16.576 / -16.552 eV
Net charge: +2
Multiplicity: 2

Last column: Mulliken charge in e.
Geometry (Å):
O (2.70, -0.52, 2.63)  -0.62
H (-2.60, 2.01, -1.01)  0.54
H (-1.42, -3.00, 0.12)  0.32
H (0.27, -0.29, -2.92)  0.44
H (3.16, -0.33, -2.15)  0.30
H (0.54, 1.73, 3.52)  0.33
O (0.67, 1.07, 2.79)  -0.66
H (2.01, 1.98, 0.04)  0.26
H (-1.73, -1.62, -2.89)  0.28
O (-1.61, 0.22, 1.26)  -0.53
H (-2.02, -0.50, 0.82)  0.33
H (-1.92, 0.23, 2.15)  0.26
O (0.79, -0.90, 0.84)  -0.65
H (0.58, 1.71, 2.14)  0.22
H (-3.80, -0.28, -1.55)  0.38
H (2.97, -1.02, 3.35)  0.30
O (1.26, 1.46, 0.00)  -0.52
N (-1.68, -0.73, -2.39)  0.15
H (2.50, -1.20, -1.12)  0.32
H (1.46, 0.59, -0.26)  0.38
H (1.61, -0.65, 1.25)  0.43
H (2.30, 0.24, 3.04)  0.33
C (-2.18, 1.16, -1.30)  -0.04
C (-0.61, 0.09, -2.46)  -0.25
H (-0.50, -1.72, -0.23)  0.34
H (0.13, -0.34, 1.24)  0.41
O (-1.41, -2.08, -0.22)  -0.64
O (2.29, -0.47, -1.70)  -0.62
C (-2.72, -0.05, -1.76)  -0.27
N (-0.88, 1.25, -1.67)  0.18
H (-0.16, 1.97, -1.55)  0.31



Record 3
An isolated molecule of C3H2, computed with wB97M-V/def2-TZVPD.

Properties
LUMO: -1.635 eV
Kohn-Sham gap: 7.7 eV
HOMO: -9.380 eV
Energy above the lowest of the compared OMol25 structures with the same formula, charge and spin: 156.8 kJ/mol

Last column: Mulliken charge in e.
Geometry (Å):
C (-0.08, 0.00, -0.61)  -0.51
C (0.66, 0.24, 2.09)  -0.22
H (0.04, -0.87, -1.11)  0.29
H (-0.85, 0.54, -1.00)  0.28
C (0.23, 0.09, 0.63)  0.17



Record 4
A cluster of 7 separate species, C3H20N2O7 in total, computed with wB97M-V/def2-TZVPD.

Properties
SMILES string: NCNCC=O.O.O.O.O.O.O
LUMO: 0.272 eV
Kohn-Sham gap: 9.4 eV
HOMO: -9.094 eV
Energy above the lowest of the compared OMol25 structures with the same formula, charge and spin: 299.5 kJ/mol

Last column: Mulliken charge in e.
Geometry (Å):
O (-0.26, -1.22, 3.35)  -0.51
O (0.75, 2.18, 1.28)  -0.55
H (-1.29, -2.33, -3.35)  0.30
H (-3.59, 1.16, 1.01)  0.34
C (-0.90, -0.64, 1.17)  0.41
H (-0.04, -0.01, 0.86)  -0.25
O (-0.44, -2.21, -2.90)  -0.65
H (-1.87, 1.30, -1.21)  0.18
H (-2.09, -0.38, 3.10)  0.41
C (-2.50, 1.23, 0.81)  -0.56
O (1.82, 1.61, -1.25)  -0.69
H (2.35, 1.03, -0.69)  0.36
H (0.08, 2.61, 0.75)  0.28
H (-0.72, -1.69, 0.99)  0.25
O (3.16, -0.07, 0.88)  -0.64
O (0.77, 0.55, -3.61)  -0.68
H (1.24, -0.16, -4.07)  0.32
H (1.29, -2.10, -0.03)  0.31
C (-1.14, -0.70, 2.71)  -0.13
H (1.42, 0.98, -3.04)  0.38
N (-2.25, -0.26, 0.64)  -0.45
H (0.52, -2.69, -1.19)  0.35
N (-1.96, 1.89, -0.37)  -0.50
H (1.34, 2.90, 1.52)  0.26
H (-2.51, -0.69, -0.24)  0.26
H (2.94, 0.18, 1.79)  0.31
H (-2.60, 2.57, -0.81)  0.25
H (0.90, 1.35, -1.08)  0.32
H (-0.30, -1.27, -2.88)  0.37
O (1.36, -2.78, -0.72)  -0.62
H (-1.86, 1.63, 1.63)  0.27
H (3.85, 0.57, 0.69)  0.32



Record 5
A cluster of 6 separate species, C3H20NO5S in total, computed with wB97M-V/def2-TZVPD.

Properties
LUMO: -3.081 eV
Kohn-Sham gap: 9.5 eV
HOMO: -12.583 eV
Net charge: +1
Energy above the lowest of the compared OMol25 structures with the same formula, charge and spin: 180.2 kJ/mol

Last column: Mulliken charge in e.
Geometry (Å):
O (0.58, 0.63, 2.88)  -0.58
H (-1.35, -1.96, -2.57)  0.34
H (-0.60, -1.38, 0.36)  0.39
H (0.40, -2.68, -1.57)  0.21
H (0.64, 1.58, 0.86)  0.33
O (-1.74, -1.28, 1.80)  -0.65
H (-2.55, 2.01, 2.26)  0.27
H (-1.04, 3.90, 0.01)  0.35
H (3.69, -0.64, -0.15)  0.18
H (1.95, -0.12, -1.78)  0.37
H (-1.72, 3.49, -1.45)  0.34
H (2.33, -1.63, -2.87)  0.33
S (3.51, -1.85, -0.78)  -0.15
H (0.40, -0.04, -0.24)  0.06
O (1.04, 1.59, -0.07)  -0.73
H (-0.94, -0.20, -2.14)  0.20
H (0.63, 1.38, 3.46)  0.31
H (-0.02, 0.10, 3.41)  0.27
N (0.28, -1.03, -0.10)  -0.23
O (-0.84, 3.34, -0.89)  -0.72
C (2.09, -1.23, -1.83)  -0.74
C (-0.50, -1.21, -2.52)  -1.06
H (-2.64, -1.12, 1.48)  0.30
H (-0.41, -1.08, -3.62)  0.33
C (0.69, -1.58, -1.61)  0.42
H (0.18, 1.87, -0.53)  0.42
H (1.04, -1.31, 0.65)  0.39
H (-1.77, 0.90, 2.94)  0.26
O (-1.75, 1.72, 2.57)  -0.53
H (-1.57, -2.17, 2.03)  0.31



Record 6
A cluster of 7 separate species, C3H20O7 in total, computed with wB97M-V/def2-TZVPD.

Properties
SMILES string: CC(C)O.O.O.O.O.O.O
LUMO: -0.008 eV
Kohn-Sham gap: 10.4 eV
HOMO: -10.373 eV
Energy above the lowest of the compared OMol25 structures with the same formula, charge and spin: 125.1 kJ/mol

Last column: Mulliken charge in e.
Geometry (Å):
H (-0.60, 7.10, 2.20)  0.31
H (0.50, 3.50, 4.19)  0.32
H (-2.90, 0.76, -3.32)  0.31
H (2.68, -1.49, 0.46)  0.32
H (2.21, 5.42, -3.23)  0.31
H (1.67, 4.05, -2.87)  0.33
C (-0.21, -5.20, -0.30)  -1.32
H (-1.49, -4.61, 1.23)  0.10
H (-0.19, 2.16, 4.08)  0.30
H (0.76, 2.58, 0.26)  0.31
H (-0.97, 5.65, 1.98)  0.32
H (-0.91, -5.64, -1.01)  0.37
O (0.97, 2.27, -0.62)  -0.63
C (-0.80, -4.08, 0.57)  0.75
O (0.19, -3.48, 1.35)  -0.57
H (1.53, 1.51, -0.48)  0.33
O (1.93, 4.60, -3.62)  -0.64
H (-2.44, -2.53, 0.57)  0.35
O (-0.12, 3.02, 3.65)  -0.62
O (-2.20, 1.38, -3.55)  -0.63
H (-2.15, -3.38, -0.95)  0.34
H (4.04, -1.55, -0.21)  0.31
C (-1.67, -2.99, -0.05)  -1.30
H (-1.00, -2.19, -0.35)  0.32
H (0.09, -6.01, 0.36)  0.31
O (3.26, -0.99, -0.11)  -0.63
H (-1.60, 1.36, -2.80)  0.31
H (-0.15, -2.84, 1.97)  0.31
O (-1.01, 6.51, 1.57)  -0.64
H (0.58, -4.90, -0.99)  0.35



E (eV)
-13076.1899; -20712.6789; -3136.3905; -20746.9272; -25990.3522; -17767.3056